No. 1
12
Properties=species:S:1:pos:R:3:forces:R:3:lowdin_charge:R:1 method="wB97M-V/def2-TZVPD" charge=+1 largest_force_ev_per_a=3.9 e_lumo_ev="-7.19 / -7.19" de_lowest_kcal_mol=167.6
C -0.407911 -0.967212 -0.189616 -1.68 0.69 1.47 -0.103
C 2.897685 1.158879 0.640727 -0.27 0.95 -0.35 0.181
C 0.673456 -1.492740 -0.861204 2.58 0.27 -2.91 0.099
C -2.277360 0.498206 0.213012 -0.75 -0.72 -1.54 -0.027
N -1.185750 -0.047630 -0.542253 0.95 1.41 -2.02 0.099
O 1.616384 -1.831712 -1.375383 -1.34 0.03 0.91 0.410
H -0.406238 -1.369672 0.762709 -0.22 -1.23 2.40 0.137
H 3.290239 0.192367 0.398526 0.45 -1.13 -0.08 -0.100
H 3.560947 1.840450 0.072835 -0.19 0.12 0.36 -0.048
H -2.956582 0.904590 -0.569129 -0.03 -0.79 0.37 0.116
H -2.103828 1.463766 0.690556 0.85 -0.42 0.72 0.125
H -2.701046 -0.349296 0.759220 -0.34 0.81 0.67 0.110

---

No. 2
50
Properties=species:S:1:pos:R:3:forces:R:3:lowdin_charge:R:1 method="wB97M-V/def2-TZVPD" largest_force_ev_per_a=18.8 e_lumo_ev=0.20 smiles="CCCCNC(=O)c1ccc2c(OCC)n(CCCC)nc2c1" de_lowest_kcal_mol=383.2
C -7.249429 -1.743891 0.521597 5.62 -1.15 -5.85 -0.064
C -6.211526 -0.857032 -0.369041 -0.60 -0.64 2.56 -0.165
C -6.055277 0.618658 0.254636 -10.87 -11.33 5.01 -0.289
C -5.399492 1.395192 -0.489458 5.49 8.09 -8.79 -0.337
N -4.058865 0.924432 -0.447177 2.50 -0.57 -2.83 0.065
C -2.993053 1.694730 -0.060491 -0.25 -0.71 3.07 -0.385
O -3.208034 2.701472 0.630140 0.82 -0.55 -1.51 0.034
C -1.588654 1.000812 -0.111336 -1.31 3.90 0.10 -0.085
C -1.516425 -0.414720 -0.094651 14.97 6.51 -0.82 0.038
C -0.220038 -1.114566 -0.256672 -3.85 17.73 0.79 0.047
C 0.817248 -0.167308 -0.264964 2.97 0.87 -3.30 -0.017
C 2.260946 -0.319560 -0.658389 -2.19 2.37 2.83 -0.141
O 3.073497 -1.350315 -0.788792 -0.50 0.50 0.62 -0.038
C 2.500294 -2.557208 -0.327759 2.53 -3.69 -8.50 -0.333
C 2.341308 -2.824487 1.045125 -5.73 -1.79 0.99 -0.078
N 2.834493 1.017363 -0.491990 -0.26 -14.62 -1.18 -0.138
C 4.137293 1.196623 -0.505369 5.20 2.82 2.22 -0.178
C 4.932466 1.007804 0.812537 -1.71 2.18 0.67 -0.156
C 6.367227 1.612909 0.685488 -1.64 -1.21 -4.27 -0.213
C 7.215888 0.619666 -0.282191 2.81 0.61 7.76 -0.075
N 1.940268 1.723105 -0.505374 -10.30 15.64 1.04 0.041
C 0.632749 1.390269 -0.405054 3.62 -3.94 1.46 -0.115
C -0.590275 2.069739 -0.126815 0.76 -8.16 -1.28 0.102
H -8.158493 -1.445542 0.542179 -6.17 3.16 -0.48 -0.013
H -7.366826 -2.628254 -0.136893 0.49 -0.43 1.30 0.087
H -7.050992 -1.817287 1.496123 1.76 -1.17 3.69 0.026
H -5.231529 -1.394439 -0.451269 -0.85 0.32 0.18 0.098
H -6.674199 -0.838645 -1.336461 -0.01 0.38 -0.76 0.084
H -5.719206 0.387322 1.248338 0.31 0.70 0.61 0.139
H -7.176156 0.801617 0.246563 1.10 0.66 0.67 0.152
H -5.378370 2.325811 -0.039842 0.29 2.48 0.55 0.104
H -5.853249 1.639703 -1.626482 1.24 -1.03 2.71 0.206
H -3.854877 0.203095 -1.147525 0.05 0.45 0.61 0.143
H -2.250382 -0.881322 -0.148431 -11.97 -7.50 -0.41 -0.032
H -0.212216 -1.982102 -0.227210 0.63 -14.41 0.32 -0.030
H 1.729576 -2.998416 -1.089792 0.49 1.54 1.51 0.152
H 3.447352 -3.145546 -0.888996 -2.23 0.03 2.34 0.183
H 1.531544 -2.207897 1.553848 1.17 -0.77 -0.49 0.119
H 3.257611 -2.644403 1.324967 4.69 0.76 3.21 0.026
H 2.077350 -3.936960 1.094232 0.42 1.55 0.35 0.134
H 4.547045 0.701141 -1.268614 1.62 -2.62 -2.86 0.095
H 4.374844 2.195741 -0.779072 -0.23 1.31 -0.16 0.135
H 4.843469 0.013269 1.289456 0.56 0.26 -0.66 0.113
H 4.325562 1.670684 1.498673 0.71 -0.56 -0.23 0.124
H 6.449465 2.745777 0.448207 -0.45 -2.05 0.00 0.141
H 6.759874 1.463459 1.587961 1.89 -0.22 3.74 0.031
H 8.318482 0.981360 -0.022808 -2.02 -1.08 -1.35 0.107
H 6.955430 0.627220 -1.224842 -1.01 0.35 -4.94 -0.021
H 7.126812 -0.471201 0.118949 0.07 1.95 -0.58 0.103
H -0.780551 3.012150 0.174717 -0.63 3.07 0.33 0.075

---

No. 3
44
Properties=species:S:1:pos:R:3:forces:R:3:lowdin_charge:R:1 method="wB97M-V/def2-TZVPD" charge=+2 largest_force_ev_per_a=5.9 e_lumo_ev="-6.59 / -9.76" spin_multiplicity=8
I 4.454720 -2.871659 0.765860 -0.36 -0.81 0.46 0.182
I 2.391745 -4.326906 1.817892 0.60 0.58 -0.39 0.063
Gd -1.287881 -0.908972 0.645428 -0.57 -2.69 1.24 1.104
P 0.143055 1.056896 1.898717 0.03 1.19 1.07 0.681
C 1.402195 0.636651 3.128887 0.18 -0.52 -0.19 -0.234
C 0.625401 2.783784 1.652866 -0.10 0.11 -0.49 -0.221
H 0.548899 3.306458 2.616313 0.06 -0.06 -0.31 0.069
H -0.981140 1.894301 3.804700 -0.42 -0.13 0.05 0.064
H -0.029435 3.244778 0.905176 0.29 0.13 0.16 0.043
H -2.165352 1.608658 2.468176 0.15 -0.15 0.37 0.036
H 2.382375 0.749834 2.634250 -0.26 -0.24 0.48 0.067
H 1.672324 2.785427 1.312620 -0.39 0.20 0.01 0.069
C -1.303390 1.201885 3.019019 -0.06 0.03 -0.16 -0.281
H 1.292947 1.354799 3.959469 0.22 -0.40 -0.27 0.073
H -1.539166 0.217389 3.465578 -0.02 0.51 -0.05 0.047
H 1.236632 -0.397363 3.473118 0.40 0.38 0.07 0.065
P -0.433959 -0.868498 -1.948580 -0.07 -0.39 -1.43 0.671
C 0.528384 -2.246425 -2.617232 0.20 -0.17 0.34 -0.238
C -2.117962 -1.475870 -2.349781 -0.02 0.13 0.17 -0.278
H -0.620635 1.253714 -3.068257 0.23 -0.08 -0.26 0.033
H -0.476259 -0.127410 -4.225723 0.14 0.20 0.21 0.069
H 0.977322 0.451137 -3.340413 -0.39 0.15 -0.07 0.069
C -0.112435 0.308092 -3.285054 0.02 0.47 0.22 -0.220
H -2.858273 -0.687350 -2.150144 0.01 -0.39 -0.17 0.042
H -2.079732 -1.716217 -3.418174 -0.40 -0.04 0.18 0.066
H 0.136875 -2.451838 -3.628189 0.36 -0.10 0.41 0.071
H 0.406296 -3.120747 -1.957466 0.32 0.12 -0.43 0.064
H -2.336804 -2.392708 -1.769881 -0.07 0.34 -0.39 0.046
H 1.578877 -1.910540 -2.660293 -0.33 -0.50 -0.02 0.067
C 1.050525 -0.841711 0.263444 5.85 -0.64 -0.49 -0.378
O 2.218258 -0.871459 0.106263 -4.93 0.58 0.40 -0.098
C -1.766207 1.035748 -0.316066 -0.89 2.13 -0.85 -0.256
C -2.381540 2.039819 -0.732141 -0.13 0.94 -0.18 -0.020
C -3.168028 3.145961 -1.107627 0.57 -0.76 0.28 -0.210
C -3.890638 3.832583 -0.112042 -1.19 0.81 0.72 0.016
C -4.879596 4.755379 -0.446692 0.72 -0.65 0.77 -0.014
C -5.113905 5.037765 -1.789008 -0.16 0.41 -0.35 0.010
C -4.336380 4.451447 -2.798615 0.79 -0.68 -0.03 -0.008
C -3.351923 3.532094 -2.450207 -0.81 0.48 -1.08 0.015
H -3.709526 3.601214 0.932047 -0.03 -0.03 -0.11 0.126
H -5.461675 5.230472 0.346467 0.22 -0.11 -0.36 0.133
H -5.881751 5.760622 -2.060220 0.10 -0.20 0.05 0.136
H -4.501287 4.693978 -3.852360 0.07 -0.02 0.47 0.133
H -2.754325 3.075907 -3.222277 0.06 -0.12 -0.09 0.122

---

No. 4
9
Properties=species:S:1:pos:R:3:forces:R:3:lowdin_charge:R:1 method="wB97M-V/def2-TZVPD" largest_force_ev_per_a=0.8 e_lumo_ev=-0.97 de_lowest_kcal_mol=101.2
C 1.261661 -0.317655 -0.007059 0.04 0.10 -0.11 0.094
C 0.303763 0.676633 -0.074923 0.43 0.21 0.06 -0.556
O 0.159554 1.878734 -0.060380 0.01 -0.42 -0.04 0.049
C -1.291378 -0.122075 -0.071937 -0.51 -0.62 -0.27 -0.180
O -1.538662 -1.201305 -0.524794 0.12 0.67 0.24 0.090
H -0.156296 -0.184429 0.828804 0.06 -0.02 0.10 0.207
H 2.325015 -0.092956 -0.012958 -0.15 0.01 0.01 0.083
H 0.941895 -1.338030 -0.197693 -0.04 0.17 0.05 0.078
H -2.005549 0.701082 0.120939 0.05 -0.10 -0.04 0.135

---

No. 5
64
Properties=species:S:1:pos:R:3:forces:R:3:lowdin_charge:R:1 method="wB97M-V/def2-TZVPD" largest_force_ev_per_a=3.9 e_lumo_ev="0.35 / 0.36" spin_multiplicity=2
O -2.653569 1.432589 2.058119 -2.12 0.50 0.26 -0.089
C -4.037956 1.118605 1.664494 -0.59 -1.06 -1.63 -0.194
C -4.766635 2.117521 2.502519 0.60 -0.38 -0.10 -0.086
H -4.266141 0.083696 1.937591 0.09 0.18 -0.56 0.132
H -4.256774 1.389202 0.626488 0.52 -0.86 0.06 0.119
C -3.311054 2.369852 2.954252 -0.53 1.49 1.65 -0.595
H -5.508867 1.623850 3.129480 0.28 0.50 0.50 0.118
H -5.210478 2.908471 1.891069 0.06 -0.02 0.41 0.114
C -3.094502 2.017432 4.407402 0.39 0.28 0.24 -0.017
H -3.367085 0.984283 4.652456 0.05 0.21 -0.19 0.095
H -3.669781 2.703086 5.039603 -0.06 -0.17 -0.10 0.092
H -2.046478 2.190953 4.649111 0.17 -0.25 0.13 0.083
C -2.938031 3.800316 2.655028 0.42 0.22 0.33 -0.023
H -3.048269 4.040479 1.595083 -0.06 -0.09 0.07 0.092
H -1.903334 3.976375 2.949847 0.13 0.15 -0.07 0.081
H -3.584028 4.462746 3.247068 0.16 -0.08 -0.19 0.097
Ce 1.813597 0.259783 0.050989 1.03 0.42 -3.76 1.307
C 3.655566 1.844402 -1.616119 -0.66 0.07 -0.01 -0.153
C 2.917301 1.076361 -2.558204 -0.52 0.45 0.35 -0.157
C 1.543536 1.449019 -2.455639 0.54 0.47 0.16 -0.201
H 3.338239 0.375738 -3.281438 -0.19 0.14 0.39 0.114
C 1.428658 2.464382 -1.445203 0.41 -0.16 -0.58 -0.234
C 2.744559 2.704688 -0.931704 -0.18 -0.17 -0.46 -0.204
H 3.021835 3.482281 -0.221823 -0.12 -0.30 -0.09 0.107
H 4.740099 1.820107 -1.499370 -0.43 -0.02 0.10 0.111
H 0.740182 1.077853 -3.091990 0.27 0.10 0.27 0.091
H 0.504090 2.990167 -1.186819 0.44 -0.14 -0.03 0.108
C 2.794378 -0.190898 2.393989 -0.95 0.13 1.04 -0.186
C 2.617079 1.226576 2.376618 -0.30 -0.06 0.70 -0.183
C 1.221431 1.512474 2.244227 -0.08 -1.08 0.80 -0.189
H 3.404348 1.983679 2.548273 -0.53 -0.63 -0.46 0.126
C 0.509710 0.249403 2.223429 0.68 0.26 1.03 -0.211
C 1.482757 -0.805709 2.330968 0.27 0.85 0.96 -0.190
H 1.273487 -1.883003 2.405782 0.13 0.67 -0.26 0.128
H 3.749204 -0.712930 2.494933 -0.45 0.20 -0.11 0.123
H 0.767270 2.504374 2.189261 0.17 -0.41 -0.02 0.117
H -0.576201 0.130980 2.130994 0.49 0.11 0.10 0.103
O -3.197174 -0.327853 -0.225385 0.33 -0.08 -1.91 -0.209
C -2.081819 0.483508 -0.670419 -0.58 -0.42 0.34 -0.174
C -2.219795 0.581102 -2.198459 -0.18 0.20 -0.25 -0.142
H -1.146845 -0.020738 -0.296316 -0.47 0.45 -0.48 0.111
H -2.208905 1.473532 -0.186875 0.44 -0.70 -0.20 0.116
C -3.123173 -0.588862 -2.673169 -0.15 0.16 0.65 -0.142
H -1.266334 0.528034 -2.715029 0.09 0.29 0.08 0.082
H -2.716466 1.538606 -2.418353 0.34 -0.29 -0.12 0.117
C -3.497289 -1.239715 -1.311479 0.59 -1.08 0.49 -0.169
H -2.580190 -1.307251 -3.309034 -0.19 0.30 0.32 0.108
H -3.985965 -0.212997 -3.266604 0.45 -0.30 0.61 0.111
H -2.814586 -2.118521 -1.115378 -0.82 0.49 -0.51 0.128
H -4.554921 -1.574549 -1.238668 0.71 0.34 0.11 0.124
Cl 4.704670 -7.265086 -3.515996 0.03 -0.05 -0.03 0.674
C 4.133256 -5.773135 -2.863935 -0.37 1.19 0.50 -0.669
C 5.027264 -4.698394 -2.677227 -0.45 -0.17 0.00 -0.084
C 4.576405 -3.495266 -2.124028 0.05 -0.52 -0.13 -0.005
C 3.241998 -3.360056 -1.762481 -0.23 0.11 0.20 -0.134
C 2.347398 -4.405513 -1.988358 0.10 -0.31 -0.18 -0.007
C 2.777270 -5.627156 -2.524740 0.34 0.39 0.02 -0.085
C 2.773072 -2.109918 -1.077486 -0.63 1.72 0.73 -0.503
O 3.600767 -1.302952 -0.506461 -0.65 -1.66 -0.87 -0.098
O 1.505321 -1.802293 -1.051959 1.34 -1.44 -0.39 -0.148
H 6.065849 -4.818931 -2.961496 -0.08 0.00 0.01 0.103
H 5.233575 -2.647109 -1.965646 0.10 -0.21 0.00 0.123
H 1.304619 -4.239742 -1.739025 0.09 -0.14 0.02 0.119
H 2.073855 -6.447932 -2.676754 0.28 0.27 0.03 0.108

---

No. 6
50
Properties=species:S:1:pos:R:3:forces:R:3:lowdin_charge:R:1 method="wB97M-V/def2-TZVPD" largest_force_ev_per_a=0.9 e_lumo_ev=0.40 smiles="CCc1cccc(NC(=O)CCS(=O)(=O)c2cc3c(cc2C)NC(=O)CO3)c1" de_lowest_kcal_mol=3.4
C -4.304391 -2.322506 2.072475 -0.13 0.05 -0.22 -0.105
C -4.616558 -1.885382 0.645386 0.00 -0.09 0.16 -0.208
C -3.421342 -1.508737 -0.191974 0.00 0.01 -0.15 -0.253
C -3.618049 -0.737073 -1.335704 -0.01 -0.01 0.01 -0.053
C -2.550519 -0.388261 -2.139667 -0.11 -0.07 0.09 -0.066
C -1.263928 -0.793306 -1.829036 0.17 -0.03 -0.12 -0.020
C -1.052811 -1.557067 -0.688468 -0.19 0.07 -0.25 -0.207
N 0.218762 -1.990879 -0.285578 -0.23 -0.30 0.30 0.147
C 1.410647 -1.828543 -0.911929 0.14 -0.41 0.18 -0.473
O 1.558229 -1.315562 -2.000912 0.03 0.01 -0.21 0.071
C 2.595140 -2.386436 -0.126465 -0.07 -0.01 -0.18 -0.123
C 3.791050 -1.470222 -0.281770 -0.45 0.68 0.46 -0.192
S 3.552378 -0.043525 0.840132 0.41 0.00 -0.13 0.713
O 4.667201 0.852145 0.677091 -0.02 0.03 -0.24 -0.310
O 3.335279 -0.595262 2.153376 -0.31 -0.20 0.10 -0.317
C 2.022140 0.765209 0.340317 0.52 -0.28 0.18 -0.233
C 0.971178 0.659966 1.234444 -0.42 0.13 0.14 0.026
C -0.254894 1.234723 0.944986 0.44 -0.02 -0.32 -0.199
C -0.405053 1.919201 -0.266156 0.06 -0.15 0.41 -0.158
C 0.661562 2.021824 -1.144127 0.15 -0.13 0.24 0.035
C 1.897990 1.450792 -0.860510 -0.09 0.19 -0.08 -0.247
C 3.018519 1.553284 -1.840875 0.04 0.00 -0.18 -0.031
N -1.633857 2.510014 -0.546661 0.36 0.19 -0.34 0.178
C -2.737298 2.356911 0.224866 -0.01 -0.05 0.18 -0.446
O -3.796323 2.873680 -0.045498 -0.18 -0.06 0.09 0.087
C -2.572563 1.446549 1.431367 -0.54 -0.15 0.12 -0.052
O -1.255584 1.155038 1.862165 0.21 0.14 0.03 0.008
C -2.131699 -1.910112 0.119554 -0.04 0.05 -0.06 0.018
H -3.772360 -3.270719 2.087069 0.08 -0.07 0.07 0.071
H -5.231803 -2.452946 2.625087 -0.03 -0.04 0.09 0.073
H -3.704014 -1.574593 2.586526 0.09 0.04 0.10 0.072
H -5.297280 -1.030110 0.672809 -0.02 -0.05 -0.06 0.115
H -5.146940 -2.695002 0.133695 -0.07 0.08 0.01 0.121
H -4.614573 -0.407438 -1.588820 -0.13 0.05 -0.01 0.117
H -2.719213 0.207944 -3.023767 0.00 0.07 -0.10 0.110
H -0.433433 -0.526061 -2.458394 0.04 0.01 -0.01 0.102
H 0.231361 -2.452997 0.613545 0.15 0.12 -0.16 0.148
H 2.365859 -2.481681 0.935878 -0.04 -0.17 -0.04 0.109
H 2.823519 -3.377231 -0.529709 -0.02 0.06 0.02 0.134
H 3.886798 -1.098991 -1.297063 0.04 0.04 -0.08 0.095
H 4.718892 -1.932858 0.043269 0.09 0.10 0.13 0.112
H 1.124109 0.144465 2.168292 -0.08 -0.09 0.15 0.127
H 0.525548 2.560112 -2.070508 0.00 0.08 -0.14 0.129
H 2.935841 2.470190 -2.419324 0.03 0.06 -0.04 0.087
H 2.961699 0.712379 -2.532894 0.04 -0.05 -0.07 0.083
H 3.975998 1.533208 -1.328852 0.05 0.09 -0.16 0.065
H -1.726083 3.059801 -1.391189 -0.12 -0.05 0.15 0.167
H -3.087242 1.901881 2.282942 0.05 -0.01 -0.24 0.146
H -3.088386 0.506789 1.181559 0.08 0.23 0.01 0.114
H -1.945908 -2.503164 1.002463 0.01 -0.08 0.16 0.113